[1]
Formula: C20H25NO3
Source: OMol25
Level of theory: ωB97M-V with the def2-TZVPD basis set

total charge	0
SMILES string	CC[C@@H](C(=O)O)C(=O)Nc1cc(C)c2cc(C(C)C)ccc(C)c1-2
E_HOMO	-6.844	eV

```
49
Properties=species:S:1:pos:R:3:forces:R:3:mulliken_charge:R:1
C 1.624 1.200 6.472 0.036 -3.109 0.351 -1.06
C 1.312 0.957 4.993 0.805 -0.319 -0.656 -0.53
C 0.432 -0.317 4.647 1.807 2.916 0.448 0.67
C -0.938 -0.027 4.913 0.194 0.077 0.772 0.11
O -1.525 -0.548 5.791 -1.943 -1.166 2.193 -0.57
O -1.485 0.918 4.184 -0.481 1.421 -1.126 -0.39
C 0.546 -0.903 3.286 1.701 -0.875 0.157 -0.16
O 0.998 -2.030 3.402 -0.135 -0.754 -2.125 -0.68
N 0.254 -0.184 2.151 0.576 -1.581 0.884 0.05
C 0.200 -0.709 0.834 -0.138 1.626 0.758 0.68
C 0.675 -1.947 0.463 -0.660 -0.625 -1.124 -1.18
C 0.359 -2.139 -0.890 0.378 -0.408 -0.442 0.46
C 0.629 -3.452 -1.612 -1.931 0.065 0.201 -1.33
C -0.204 -0.964 -1.423 0.211 -1.068 -0.620 0.44
C -0.479 -0.865 -2.801 0.994 2.051 0.672 -0.16
C -0.714 0.231 -3.613 -1.853 -0.366 -0.073 0.72
C -0.716 0.298 -5.158 -0.308 -1.195 1.450 0.21
C -1.353 -0.896 -5.923 0.693 1.303 -1.222 -1.39
C 0.774 0.426 -5.455 0.037 1.393 -0.298 -1.17
C -1.017 1.432 -3.043 0.643 0.880 0.126 -0.94
C -0.787 1.889 -1.770 -1.260 0.855 -0.590 -1.34
C -0.525 1.371 -0.520 -0.122 -1.302 0.370 2.19
C -0.591 2.410 0.555 0.466 0.435 -0.868 -2.06
C -0.287 0.010 -0.299 0.392 0.206 0.158 -0.73
H 1.162 0.294 7.012 0.981 1.476 -0.129 0.29
H 1.166 2.072 6.806 -0.959 1.409 0.768 0.32
H 2.711 1.305 6.700 -0.814 -0.410 -0.272 0.29
H 0.870 1.861 4.626 -0.289 0.415 -0.710 0.27
H 2.276 0.815 4.506 -0.109 0.002 -0.416 0.40
H 0.777 -1.019 5.376 -0.085 -0.877 -0.125 0.46
H -2.299 1.095 4.662 -0.733 0.265 -0.189 0.33
H -0.085 0.717 2.360 -0.384 0.827 -0.160 -0.06
H 1.152 -2.720 1.038 -0.015 0.255 0.445 0.49
H -0.415 -3.860 -1.940 1.926 0.299 0.507 0.27
H 1.221 -3.295 -2.521 0.056 -0.270 0.244 0.31
H 1.113 -4.149 -0.888 -0.354 0.369 -0.880 0.35
H -0.146 -1.630 -3.396 0.413 -2.728 -0.888 0.39
H -1.290 1.245 -5.356 0.729 -0.976 -0.426 0.25
H -2.431 -0.949 -5.779 -0.046 0.146 -0.110 0.37
H -1.103 -0.655 -7.023 -0.653 -0.795 1.452 0.36
H -0.952 -1.877 -5.660 0.268 0.205 -0.007 0.28
H 1.333 -0.458 -5.140 -0.123 0.081 0.212 0.29
H 1.139 1.347 -4.884 -0.050 -1.265 -1.087 0.31
H 0.900 0.500 -6.543 0.356 0.376 0.180 0.42
H -1.343 2.194 -3.748 0.032 0.194 0.248 0.25
H -1.067 2.916 -1.739 0.029 0.869 0.274 0.26
H -0.885 1.988 1.475 -0.120 -0.140 1.207 0.38
H 0.360 2.954 0.587 -0.067 -0.200 0.432 0.34
H -1.342 3.149 0.286 -0.089 0.017 0.036 0.53
```
Positions in Å, forces in eV/Å.

=====

[2]
Formula: C30H54F2O24
Source: OMol25
Level of theory: ωB97M-V with the def2-TZVPD basis set

total charge	0
SMILES string	O=C1OC[C@@H](F)O1.O=C1OC[C@@H](F)O1.CCOC(=O)OC.CCOC(=O)OC.CCOC(=O)OC.CCOC(=O)OC.CCOC(=O)OC.CCOC(=O)OC
E_HOMO	-10.413	eV

```
110
Properties=species:S:1:pos:R:3:forces:R:3:mulliken_charge:R:1
O -0.824 -3.470 3.285 -0.538 -0.077 -0.160 -0.55
C -1.860 -3.605 2.707 1.016 0.202 0.859 0.68
O -1.981 -4.123 1.484 -0.633 0.068 -0.501 -0.16
C -3.392 -4.240 1.198 0.273 -0.271 0.005 -0.33
C -3.998 -3.244 2.165 -0.548 -0.567 0.044 0.44
F -5.202 -3.755 2.603 0.427 0.515 0.035 -0.34
O -3.070 -3.235 3.226 0.000 -0.116 -0.486 -0.34
H -3.622 -4.095 0.148 0.358 0.223 0.004 0.03
H -3.697 -5.249 1.477 -0.149 0.058 0.031 0.29
H -4.140 -2.221 1.803 -0.160 -0.159 0.061 0.25
O 6.490 0.681 2.767 -0.469 -0.512 -0.308 -0.51
C 6.323 1.030 1.647 0.775 0.800 1.350 0.60
O 7.276 1.715 0.967 -0.750 0.006 -0.463 -0.34
C 6.657 2.222 -0.211 0.746 -0.010 -0.742 -0.53
C 5.416 1.356 -0.388 0.446 0.912 0.248 1.49
F 5.644 0.289 -1.202 0.056 -0.297 0.214 -0.31
O 5.165 0.961 0.941 -0.124 -0.482 -0.757 -0.19
H 6.398 3.280 -0.124 -0.108 -0.058 0.395 0.26
H 7.389 2.152 -1.015 -0.246 -0.235 -0.155 0.37
H 4.585 1.913 -0.807 -0.285 -0.244 0.243 -0.79
C -2.721 -1.939 -3.672 0.447 0.361 1.032 -0.75
C -2.756 -3.408 -3.301 -0.565 -0.289 -0.971 -0.30
O -1.438 -3.830 -2.993 0.789 0.472 -0.238 -0.31
C -1.170 -4.767 -2.086 -0.022 0.688 0.160 1.00
O -1.987 -5.281 -1.364 0.001 -0.366 0.056 -0.66
O 0.146 -4.926 -2.102 0.124 -0.263 0.224 -0.33
C 0.750 -5.923 -1.204 -1.645 1.188 -0.173 -0.44
H -3.680 -1.451 -3.839 -0.266 -0.543 -0.171 0.44
H -2.089 -1.782 -4.544 0.102 0.095 0.101 0.30
H -2.321 -1.420 -2.793 0.298 0.218 -0.302 -0.01
H -2.999 -3.960 -4.215 -0.536 -0.240 0.355 0.25
H -3.442 -3.630 -2.484 0.019 -0.089 -0.076 0.26
H 1.392 -5.369 -0.524 0.595 -0.233 -0.369 0.00
H 1.170 -6.627 -1.911 0.430 -0.315 0.608 0.30
H -0.072 -6.289 -0.586 0.210 -0.581 -0.204 0.36
C 0.044 -1.906 -0.471 0.312 -0.432 -0.514 -0.12
C -0.471 -0.697 0.269 -0.177 -1.746 1.011 -0.45
O -0.295 0.561 -0.360 -0.653 0.240 -0.190 0.09
C 0.939 0.940 -0.620 0.172 -0.695 0.163 0.52
O 1.934 0.295 -0.427 0.472 0.158 0.062 -0.66
O 0.899 2.150 -1.155 -0.558 0.921 0.197 -0.07
C 2.116 2.697 -1.606 0.635 0.276 -0.256 -0.33
H -0.211 -1.832 -1.532 0.155 -0.002 -0.027 0.30
H -0.471 -2.797 -0.102 -0.080 0.130 0.121 -0.09
H 1.104 -2.116 -0.360 0.021 0.259 -0.121 -0.15
H -0.107 -0.691 1.300 0.363 0.331 -0.155 0.33
H -1.527 -0.926 0.406 -0.226 1.080 -0.320 0.10
H 2.831 3.007 -0.837 -0.300 -0.615 0.529 0.20
H 1.890 3.649 -2.075 -0.359 -0.403 -0.585 -0.34
H 2.583 1.970 -2.269 0.192 0.314 -0.181 0.49
C 2.732 6.226 -1.843 -0.506 0.774 0.866 -1.00
C 1.290 6.201 -2.246 -1.047 -1.317 -0.821 -0.19
O 1.245 5.470 -3.502 0.354 0.535 0.088 -0.31
C 0.160 5.470 -4.263 0.674 -1.150 -1.271 0.77
O -0.900 5.987 -4.101 -0.177 0.429 0.359 -0.51
O 0.508 4.693 -5.339 -0.541 -0.193 0.790 -0.34
C -0.575 4.319 -6.212 0.314 1.574 -0.062 -0.65
H 3.344 6.802 -2.533 -0.007 0.060 0.059 0.33
H 3.159 5.239 -1.701 -0.052 -0.065 -0.125 0.13
H 2.669 6.712 -0.862 0.693 0.075 -0.057 0.38
H 0.778 7.159 -2.336 0.352 0.117 -0.155 0.54
H 0.667 5.586 -1.585 0.210 0.273 0.351 0.08
H -0.300 3.394 -6.703 -0.080 -0.101 0.133 0.22
H -0.636 5.144 -6.929 -0.206 -0.358 -0.331 0.31
H -1.528 4.319 -5.687 0.083 -0.414 0.096 0.29
C -2.821 -0.867 6.573 -1.738 -0.148 0.087 -1.46
C -2.844 -0.709 5.069 1.282 -0.633 0.310 0.48
O -1.917 0.377 4.788 -0.817 0.038 0.634 -0.34
C -1.822 0.703 3.527 0.111 0.037 -0.909 0.88
O -2.223 0.038 2.602 -0.354 -0.123 -0.306 -0.57
O -1.210 1.872 3.426 0.278 0.569 0.385 -0.41
C -0.996 2.459 2.140 0.503 0.113 0.118 -0.67
H -3.362 -0.068 7.088 0.453 0.442 -0.199 0.38
H -1.841 -0.998 7.017 0.098 -0.112 -0.201 0.32
H -3.493 -1.699 6.809 0.510 -0.394 0.012 0.41
H -3.833 -0.576 4.630 -0.049 0.694 0.199 0.28
H -2.475 -1.602 4.563 0.230 0.150 0.292 -0.19
H 0.081 2.539 1.975 0.046 -0.518 -0.092 0.24
H -1.299 3.503 2.188 -0.538 -0.153 0.051 0.40
H -1.492 1.892 1.361 -0.016 0.172 -0.050 0.34
C 2.957 -7.441 2.868 0.030 -0.380 -0.160 -1.21
C 2.560 -5.983 3.014 0.995 0.474 0.298 -0.19
O 2.630 -5.181 1.812 -0.245 -1.301 -0.447 -0.25
C 3.304 -4.043 1.872 -0.553 0.878 -0.128 0.69
O 3.929 -3.595 2.789 0.439 -0.205 0.323 -0.62
O 3.071 -3.410 0.722 0.067 -0.381 -0.882 -0.33
C 3.717 -2.165 0.513 0.005 1.285 0.673 -1.03
H 3.238 -7.836 3.847 -0.087 0.299 0.166 0.38
H 3.872 -7.527 2.280 -0.163 0.018 -0.221 0.32
H 2.206 -8.150 2.518 -0.104 0.332 -0.421 0.30
H 3.360 -5.571 3.633 -0.618 0.247 0.508 0.32
H 1.558 -5.802 3.395 0.119 -0.186 0.351 0.24
H 4.718 -2.141 0.940 0.035 -0.212 -0.134 0.54
H 3.145 -1.364 0.989 0.018 -0.169 0.263 0.33
H 3.713 -1.867 -0.532 0.050 -0.724 -0.183 0.43
C -4.899 5.039 0.404 -0.626 -0.351 0.238 -1.35
C -3.481 4.661 0.803 -0.343 1.377 -0.758 -0.30
O -2.971 3.599 0.004 0.049 -0.306 0.822 -0.16
C -2.614 3.845 -1.250 -0.541 -1.241 0.000 0.60
O -2.611 4.891 -1.819 0.264 0.666 -0.094 -0.52
O -2.354 2.630 -1.783 0.322 0.789 0.105 -0.12
C -1.923 2.644 -3.131 -0.945 -0.586 -0.991 -0.79
H -5.543 4.163 0.508 -0.054 0.047 0.141 0.34
H -5.067 5.407 -0.607 0.633 -0.022 -0.094 0.31
H -5.275 5.820 1.068 0.050 -0.090 0.132 0.39
H -3.458 4.365 1.847 0.081 -0.451 -0.092 0.38
H -2.851 5.548 0.706 0.221 -0.125 -0.094 0.35
H -0.842 2.650 -3.247 0.045 0.088 0.234 0.13
H -2.400 3.428 -3.723 0.291 0.413 0.407 0.41
H -2.355 1.739 -3.564 0.463 -0.234 0.106 0.34
```
Positions in Å, forces in eV/Å.

=====

[3]
Formula: H22O11
Source: OMol25
Level of theory: ωB97M-V with the def2-TZVPD basis set

total charge	0
E_HOMO	-9.144	eV

```
33
Properties=species:S:1:pos:R:3:forces:R:3:mulliken_charge:R:1
O -20.234 25.202 -13.295 4.894 -11.823 2.831 -0.61
H -19.410 24.775 -13.526 0.994 -0.057 -0.659 0.75
H -20.423 24.896 -12.407 -0.464 -0.063 0.602 0.33
O -22.428 26.756 -11.786 0.805 -1.772 4.103 -0.69
H -22.598 27.024 -12.689 -0.390 0.050 1.320 0.42
H -23.279 26.470 -11.456 -0.122 -0.113 0.487 0.26
O -22.720 27.380 -13.832 -0.334 2.839 -3.960 -0.74
H -23.408 27.947 -14.179 -0.456 0.384 -0.035 0.38
H -21.925 27.912 -13.876 1.089 0.374 -0.087 0.25
O -20.092 22.867 -13.353 3.386 -3.068 11.051 -0.73
H -19.847 23.089 -12.454 0.739 -0.957 1.105 0.25
H -21.024 23.077 -13.406 0.178 -1.104 0.869 0.64
O -24.221 24.906 -14.425 -2.257 -1.458 1.326 -0.54
H -24.045 25.745 -14.000 -0.552 -0.286 -0.022 0.48
H -24.012 24.251 -13.759 -0.377 -0.336 0.450 0.28
O -19.648 23.516 -15.187 7.761 0.282 -5.222 -0.95
H -20.585 23.332 -15.131 1.304 -0.535 -0.083 0.75
H -19.296 23.230 -14.344 0.489 -0.468 -1.689 0.51
O -20.227 25.435 -16.038 -0.542 3.657 -1.845 -0.67
H -20.323 26.203 -15.473 -0.094 0.616 -0.438 0.21
H -20.283 24.689 -15.440 1.111 0.259 -0.804 0.62
O -19.645 26.934 -12.796 3.470 10.013 3.149 -0.90
H -20.066 26.144 -13.136 0.568 6.201 0.090 0.81
H -19.973 27.013 -11.900 0.037 0.707 0.317 0.28
O -21.923 24.863 -14.225 -7.888 7.730 -0.684 -0.15
H -21.003 24.907 -13.962 -1.303 -0.782 -1.881 -0.87
H -22.339 25.592 -13.765 0.156 -0.289 -0.057 -0.07
O -23.549 26.341 -15.925 0.084 1.342 -2.133 -0.67
H -24.148 27.087 -15.912 -0.272 0.219 -0.492 0.30
H -22.936 26.514 -15.210 0.288 -0.416 -1.100 0.30
O -21.564 23.046 -14.546 -8.042 -10.981 -6.138 -1.01
H -22.135 23.785 -14.335 -3.023 0.906 -0.010 0.47
H -21.811 22.798 -15.437 -1.237 -1.069 -0.361 0.31
```
Positions in Å, forces in eV/Å.

=====

[4]
Formula: C2H12O4
Source: OMol25
Level of theory: ωB97M-V with the def2-TZVPD basis set

total charge	0
SMILES string	CCO.O.O.O
E_HOMO	-10.762	eV

```
18
Properties=species:S:1:pos:R:3:forces:R:3:mulliken_charge:R:1
C -14.528 -14.689 -13.649 1.066 -0.600 -0.122 -0.85
C -15.370 -14.403 -12.416 -0.231 -0.399 -0.621 -0.13
O -15.858 -13.062 -12.405 0.182 -0.328 0.170 -0.51
H -14.134 -15.716 -13.611 -0.393 -0.021 0.098 0.26
H -13.595 -14.124 -13.733 -0.319 0.482 0.303 0.34
H -15.033 -14.597 -14.609 -0.320 0.135 0.154 0.20
H -14.821 -14.642 -11.500 0.106 0.397 -0.054 0.26
H -16.207 -15.120 -12.427 -0.033 0.207 0.050 0.15
H -16.812 -13.096 -12.487 -0.041 0.136 0.024 0.31
O -16.249 -18.053 -14.070 -0.082 0.121 0.086 -0.62
H -15.437 -18.161 -13.561 -0.060 0.012 -0.112 0.30
H -16.854 -17.599 -13.472 0.065 -0.130 0.000 0.31
O -16.604 -16.327 -19.193 -0.072 -0.150 0.212 -0.64
H -16.842 -16.202 -18.261 0.082 0.153 -0.232 0.37
H -16.536 -17.280 -19.311 -0.012 0.105 -0.004 0.30
O -16.954 -15.828 -16.224 -0.075 -0.384 -0.063 -0.67
H -17.166 -15.440 -15.371 0.005 0.048 -0.083 0.28
H -16.861 -16.775 -16.041 0.134 0.215 0.195 0.35
```
Positions in Å, forces in eV/Å.

=====

[5]
Formula: C17H29N3O2S
Source: OMol25
Level of theory: ωB97M-V with the def2-TZVPD basis set

total charge	0
SMILES string	CCCCN(CCCC)CCNC(=O)CNC(=O)c1cccs1
E_HOMO	-7.991	eV

```
52
Properties=species:S:1:pos:R:3:forces:R:3:mulliken_charge:R:1
C 0.737 -3.836 0.998 -0.233 -0.053 -0.115 -1.22
C -0.580 -3.276 0.473 0.242 0.199 0.031 -0.61
C -0.554 -1.751 0.440 -0.471 -0.338 -0.177 0.48
C -1.865 -1.152 -0.075 0.371 0.006 0.162 -1.55
N -1.848 0.292 0.035 0.063 -0.038 -0.052 0.78
C -3.105 0.907 0.402 -0.194 -0.099 -0.240 -1.32
C -4.256 0.719 -0.600 0.129 0.232 0.374 -0.13
C -5.512 1.462 -0.157 0.041 -0.190 -0.270 -0.35
C -6.658 1.282 -1.145 0.094 0.101 0.228 -1.33
C -1.116 0.992 -0.999 0.188 0.310 0.316 -0.97
C -0.103 1.975 -0.391 -0.189 0.064 -0.199 -1.09
N 0.951 1.270 0.293 -0.155 -0.119 -0.544 0.07
C 1.219 1.419 1.597 0.515 -0.383 0.141 0.76
O 0.709 2.239 2.331 -0.196 0.222 0.326 -0.69
C 2.300 0.434 2.088 -0.377 0.043 0.040 -0.66
N 3.562 0.596 1.400 0.102 0.109 0.160 -0.04
C 3.810 0.031 0.200 -0.131 -0.021 0.133 0.58
O 2.976 -0.639 -0.399 -0.024 -0.148 -0.059 -0.72
C 5.148 0.259 -0.356 0.702 0.179 -0.228 0.16
C 5.600 -0.223 -1.554 -0.364 0.079 0.392 -0.52
C 6.924 0.159 -1.838 0.208 0.100 0.040 -0.43
C 7.467 0.927 -0.856 -0.158 0.108 0.284 -0.40
S 6.375 1.200 0.437 -0.080 -0.344 -0.500 -0.21
H 1.567 -3.476 0.394 0.137 0.021 -0.033 0.26
H 0.733 -4.923 0.969 0.087 -0.108 0.048 0.41
H 0.901 -3.521 2.027 0.073 0.020 0.120 0.30
H -1.402 -3.617 1.108 -0.081 -0.027 -0.044 0.34
H -0.760 -3.656 -0.535 -0.082 -0.049 -0.018 0.34
H -0.382 -1.363 1.446 0.056 0.075 0.035 0.21
H 0.276 -1.431 -0.191 0.106 0.073 0.014 0.04
H -2.681 -1.527 0.547 -0.056 -0.037 -0.037 0.54
H -2.048 -1.493 -1.108 -0.070 -0.036 0.064 0.23
H -3.405 0.496 1.371 -0.043 0.109 0.036 0.43
H -2.920 1.975 0.542 -0.061 0.038 0.094 0.25
H -4.480 -0.345 -0.701 0.004 -0.064 -0.066 0.27
H -3.951 1.086 -1.583 0.002 -0.043 -0.082 0.25
H -5.819 1.096 0.826 0.013 0.063 0.082 0.30
H -5.284 2.526 -0.055 0.009 0.033 0.093 0.32
H -6.913 0.229 -1.246 -0.063 -0.102 -0.051 0.33
H -6.379 1.660 -2.126 -0.015 0.021 -0.124 0.33
H -7.542 1.818 -0.810 -0.137 0.020 -0.049 0.40
H -0.570 0.271 -1.614 -0.047 -0.007 -0.074 0.52
H -1.783 1.558 -1.664 0.032 -0.077 -0.064 0.36
H -0.589 2.617 0.345 0.013 0.020 -0.133 0.46
H 0.324 2.596 -1.187 -0.084 0.051 0.074 0.36
H 1.404 0.511 -0.205 0.051 0.056 0.187 0.19
H 2.453 0.584 3.156 -0.071 0.006 -0.128 0.37
H 1.944 -0.585 1.902 0.051 0.055 0.094 0.04
H 4.236 1.226 1.803 -0.071 -0.065 -0.042 0.25
H 4.987 -0.830 -2.195 -0.157 -0.100 -0.072 0.45
H 7.451 -0.122 -2.732 0.114 -0.032 -0.132 0.40
H 8.449 1.355 -0.809 0.210 0.068 -0.036 0.45
```
Positions in Å, forces in eV/Å.

=====

Computed LUMO level, in the same sequence as the records: -0.36; 0.27; -0.56; 0.10; 0.20 eV.
Computed Kohn-Sham gap, in the same sequence as the records: 6.48; 10.69; 8.58; 10.86; 8.19 eV.
Computed energy relative to the best compared isomer or geometry (same formula, charge and spin), in the same sequence as the records: 111.6; 0.0; 507.4; 19.2; 3.1 kcal per mole.